1.
C2H10NO2 | ωB97M-V with the def2-TZVPD basis set

Net charge: +1
Electronic energy: -287.1513 Ha

Atoms and positions in Å:
O: -0.4875 2.3972 0.3056
O: 0.7980 0.5609 -2.2742
N: -0.3863 -0.8791 -0.3285
C: 0.4498 -1.3491 1.8932
C: -0.5489 -1.3263 1.0553
H: 1.5016 -1.2302 1.7210
H: 0.1284 2.4340 -0.4321
H: 0.1801 -1.6516 2.9061
H: -1.5240 -1.6809 1.3531
H: 1.3308 1.3532 -2.2278
H: -1.1226 -1.2628 -0.9270
H: -0.4624 2.9057 1.1171
H: -0.4604 0.1369 -0.4641
H: 0.1257 0.7988 -2.9349
H: 0.4776 -1.2068 -0.7628


2.
C4H6N2 | ωB97M-V with the def2-TZVPD basis set

Electronic energy: -265.3733 Ha

Atoms and positions in Å:
N: -0.0466 0.5669 0.0849
N: 3.3305 -0.5990 0.0859
C: 0.7566 -0.5608 -0.3848
C: 0.1454 0.2159 -1.4994
C: -1.2932 0.3436 0.8092
C: 2.1917 -0.5533 -0.1148
H: 0.3040 -1.4942 -0.0430
H: -1.1534 0.2255 1.8904
H: 0.2917 1.4947 -0.1104
H: -1.7566 -0.5634 0.4070
H: -0.8112 -0.2624 -1.7431
H: -1.9590 1.1865 0.6181


3.
C3H3GaO3 | ωB97M-V with the def2-TZVPD basis set

2S+1: 2
Net charge: +1
Electronic energy: -2266.2803 Ha
⟨S²⟩: 0.762

Atoms and positions in Å:
Ga: -1.1220 1.9781 0.9424
O: 2.0993 0.9301 -0.7380
O: -0.4663 0.5618 0.2569
O: 0.7429 2.5855 0.1344
C: 1.2574 1.6488 -0.3833
C: -0.8808 -0.6878 0.0797
C: -0.0957 -1.7656 -0.0837
H: 0.9931 -1.6862 -0.0791
H: -1.9741 -0.8208 0.0997
H: -0.5538 -2.7439 -0.2288


4.
C20H23IN2O5S | ωB97M-V with the def2-TZVPD basis set

Electronic energy: -1957.2305 Ha

Atoms and positions in Å:
I: -1.4636 1.2793 1.1090
S: -1.0481 -0.6941 -3.5550
O: 1.3711 2.2647 1.2461
O: 0.6000 -1.0499 -3.7840
O: -1.9767 -1.8412 -3.3168
O: -0.8980 0.0231 -2.0107
O: -1.5673 0.2181 -4.6406
N: 1.2194 2.1015 4.4248
N: -3.9627 3.0070 -2.1077
C: 1.4617 -6.2908 -0.1572
C: -4.3285 4.2928 -2.4042
C: -5.5064 4.5598 -1.7498
C: 1.0665 1.5254 -1.0691
C: -4.8890 2.4535 -1.2649
C: 1.3063 -1.0025 -0.9541
C: 2.1469 1.4516 5.1937
C: 1.3220 -3.6400 -0.4624
C: 3.0104 -6.2980 -0.2415
C: 0.5455 1.7608 0.4448
C: 0.9917 2.8782 6.4908
C: 0.5145 2.9767 5.2061
C: 0.5788 -5.0102 -0.2817
C: 1.1903 0.1735 -3.1961
C: 0.4279 -2.2953 -0.5992
C: 2.8647 -3.6672 -0.5047
C: -5.8614 3.3937 -1.0273
C: 3.7504 -4.9332 -0.4209
C: 0.5121 0.1708 -1.7258
C: 2.0270 1.9115 6.4827
H: -6.7315 3.2577 -0.4021
H: -6.0513 5.4915 -1.7862
H: 2.6194 1.5883 7.3260
H: -0.5605 -5.0982 -0.2195
H: 2.3246 0.0977 -3.2687
H: 1.8473 -0.6209 -0.0064
H: 1.0781 1.9582 3.4355
H: -4.7770 1.4403 -0.9091
H: -3.1399 2.5409 -2.4548
H: -0.3052 -2.4601 -1.4676
H: 4.8896 -4.8340 -0.4964
H: -0.2650 3.5917 4.7822
H: 0.9150 1.0772 -3.8503
H: 2.8098 0.7188 4.7589
H: 3.6546 -7.2357 -0.1646
H: 0.9184 -7.2800 -0.0202
H: 0.8998 2.4503 -1.7244
H: 2.1606 -1.3314 -1.6600
H: -0.2278 -2.1591 0.3424
H: 0.6357 3.4407 7.3413
H: 2.2134 1.4015 -0.9977
H: 3.4085 -2.6591 -0.6280
H: -3.7217 4.9044 -3.0545


5.
C26H41AsN10OPmS4 | ωB97M-V with the def2-TZVPD basis set

2S+1: 5
Net charge: +1
Electronic energy: -6074.9661 Ha
⟨S²⟩: 6.005

Atoms and positions in Å:
Pm: 14.3784 9.9782 11.6815
As: 17.8985 8.0104 9.8977
S: 16.5820 10.6370 13.7046
S: 15.2638 6.2382 12.2476
S: 16.7145 9.7372 9.4896
S: 13.5292 9.6556 14.3464
O: 16.6077 6.0477 12.9377
N: 16.5241 8.1110 14.8089
N: 12.0583 9.3684 12.0572
N: 15.7432 12.7594 11.2955
N: 11.2356 9.9002 13.0107
N: 16.1156 9.6570 16.2592
N: 14.8449 7.5879 11.8745
N: 11.2382 10.6725 15.1441
N: 12.9869 12.1820 12.2060
N: 13.7904 11.5688 9.5426
N: 13.2005 8.7407 9.6361
C: 12.4130 11.8306 9.8483
C: 7.4481 7.4512 12.0690
C: 11.4713 8.5116 11.3053
C: 9.7710 7.2861 12.6337
C: 16.3079 7.4786 15.9879
C: 8.4836 6.8669 12.8386
C: 12.1551 12.6592 11.1256
C: 15.9983 8.4079 16.8912
C: 10.1006 8.1244 11.5652
C: 13.7048 8.3902 8.4343
C: 16.4490 9.4322 14.9788
C: 14.4925 12.7895 9.1619
C: 19.4950 8.0725 8.8216
C: 11.4885 7.1146 9.2839
C: 18.6677 8.1289 11.7072
C: 13.9178 13.0999 12.9044
C: 13.1666 7.4131 7.6349
C: 12.0546 6.7592 8.0827
C: 12.1086 8.0694 10.0743
C: 11.9271 10.1561 14.0943
C: 15.5642 10.9357 16.6281
C: 9.1039 8.5873 10.7363
C: 14.9735 13.7332 12.0088
C: 15.8349 13.0245 9.8882
C: 17.1938 6.3149 9.3208
C: 7.7391 8.3962 11.0921
H: 14.6174 8.9057 8.0908
H: 15.8343 11.2898 17.6456
H: 11.9231 12.4168 9.0195
H: 17.1352 5.6224 10.1940
H: 19.6115 8.6674 11.6857
H: 16.2054 6.4399 16.1568
H: 10.6414 6.5552 9.6078
H: 6.9602 8.8724 10.5363
H: 14.5241 14.5400 11.3832
H: 15.9535 11.6012 15.8757
H: 16.1429 6.4752 8.9645
H: 16.6966 12.6138 11.6798
H: 16.2456 14.0701 9.7066
H: 16.7989 7.5588 13.9778
H: 17.8315 5.8088 8.6200
H: 14.3490 12.4737 13.6910
H: 6.4190 7.2020 12.2254
H: 13.8288 13.6328 9.3902
H: 11.7744 10.8115 15.9844
H: 10.5813 6.9197 13.2307
H: 16.4572 12.2563 9.5115
H: 15.7250 8.3001 17.9458
H: 17.9202 8.6813 12.3256
H: 11.6396 5.9383 7.5341
H: 11.0889 12.5739 11.3310
H: 18.7036 7.1456 12.1590
H: 13.7319 7.1848 6.7567
H: 10.2638 10.8787 15.0601
H: 19.0678 8.1761 7.8201
H: 11.9353 10.8895 10.0082
H: 20.1147 8.8936 9.1658
H: 13.8065 10.9535 8.7475
H: 20.0402 7.1552 9.0856
H: 9.4299 9.2411 9.9187
H: 13.4299 13.9604 13.3692
H: 12.2557 11.8381 12.8089
H: 8.2450 5.9865 13.4622
H: 12.3992 13.7051 10.9287
H: 15.6276 14.2993 12.7310
H: 14.7166 12.7819 8.1364
H: 14.4943 10.8645 16.6000


6.
C6H14O2 | ωB97M-V with the def2-TZVPD basis set

SMILES string: C=CC=C(C)C.O.O
Electronic energy: -387.4377 Ha

Atoms and positions in Å:
O: 2.1542 -2.5014 0.5802
O: 2.5519 -1.5115 -2.0955
C: -0.4863 1.2857 0.3165
C: -2.4767 -0.1933 0.4773
C: -1.5267 0.8207 1.0397
C: 0.6275 1.3761 -1.8809
C: -0.0083 0.6840 -0.9375
C: -1.7397 1.3459 2.4520
H: -0.7858 1.7133 2.8255
H: 1.1414 0.8370 -2.6690
H: 1.6911 -1.9627 1.2332
H: 2.0944 -2.0952 -1.4678
H: 2.4632 -0.6854 -1.5712
H: -1.9547 0.4996 3.1112
H: -2.5306 2.0830 2.4972
H: -2.0922 -0.7783 -0.3438
H: -2.8906 -0.8543 1.2390
H: -3.3143 0.4253 0.1294
H: -0.0202 -0.3974 -1.0168
H: 0.0566 2.0990 0.7811
H: 0.6380 2.4556 -1.9543
H: 1.6786 -3.3300 0.5316